The following is a quantum chemistry calculation of one molecule with the formula C4H10N2O, from the OMol25 dataset.

XYZ file:
```
17
C4H10N2O | the OMol25 dataset | wB97M-V/def2-TZVPD
N -2.544 1.139 0.310
C -1.721 -0.071 0.128
N -0.381 0.139 0.541
C 0.544 0.668 -0.461
C 1.668 -0.342 -0.849
C 2.082 -1.208 0.311
O 2.240 -0.806 1.434
H -3.504 0.865 0.425
H -2.102 1.626 1.082
H -2.101 -0.873 0.785
H -1.738 -0.478 -0.885
H 0.160 -0.187 1.314
H 1.062 1.534 -0.062
H -0.075 0.922 -1.316
H 2.554 0.225 -1.142
H 1.320 -0.971 -1.665
H 2.537 -2.182 0.052
```

- M: 102.1 g mol⁻¹
- Electronic energy: -343.11183 a.u.
- ΔE to the lowest compared entry with this formula, charge and spin: 56.2 kcal per mole
- Structure (SMILES): NCNCCC=O
- F_max: 2.54 eV Å⁻¹
- Kohn-Sham gap: 9.358 eV

Löwdin atomic charge list, values in e, 2 entries: 0.003 -0.343